# C23H48N2O2P2Pb

C23H48N2O2P2Pb as an isolated structure at a distorted geometry (ωB97M-V with the def2-TZVPD basis set, the Open Molecules 2025 dataset).

```
! RIJCOSX wB97M-V def2-TZVPD def2/J DEFGRID3
* xyz 4 1
Pb -0.056 0.301 -0.050
C -2.461 -0.648 -0.662
O -3.168 -1.538 -0.888
C 2.146 1.161 1.080
O 3.252 0.936 1.385
P 0.924 0.722 -2.629
C 0.315 2.420 -3.080
H 0.768 2.627 -4.057
C 2.798 0.811 -2.677
H 3.048 1.476 -1.832
C 0.181 -0.452 -3.904
H -0.909 -0.287 -3.800
C -2.519 -1.452 2.957
P -1.364 -0.019 2.623
H -2.698 1.687 3.700
H -3.321 -1.331 2.202
C -0.342 0.266 4.173
H -1.111 0.365 4.951
C 3.421 -0.554 -2.393
H 4.513 -0.463 -2.324
H 3.210 -1.266 -3.198
H 3.068 -0.981 -1.446
C 3.281 1.447 -3.968
H 3.132 0.779 -4.823
H 4.355 1.652 -3.887
H 2.793 2.405 -4.178
C 0.592 -0.070 -5.320
H 0.504 1.004 -5.534
H -0.070 -0.568 -6.043
H 1.618 -0.397 -5.525
C 0.483 -1.915 -3.571
H -0.013 -2.565 -4.307
H 0.123 -2.228 -2.581
H 1.555 -2.144 -3.619
C -1.205 2.413 -3.282
H -1.544 1.846 -4.155
H -1.555 3.447 -3.353
H -1.717 1.915 -2.450
C 0.820 3.492 -2.094
H 0.484 3.313 -1.066
H 0.428 4.468 -2.404
H 1.915 3.559 -2.079
C -3.111 -1.338 4.354
H -3.573 -0.365 4.563
H -2.347 -1.535 5.113
H -3.902 -2.090 4.466
C -1.867 -2.820 2.725
H -1.039 -3.010 3.425
C -1.744 2.717 2.058
H -1.496 -2.970 1.700
H -2.623 -3.602 2.909
C -3.767 1.216 1.861
H -1.419 2.396 1.047
H -2.458 3.543 1.939
H -0.832 3.085 2.541
C -2.478 1.517 2.642
H -4.253 2.151 1.560
H -4.484 0.627 2.452
H -3.553 0.666 0.930
C 0.478 1.550 4.117
H 1.168 1.541 3.268
H 1.075 1.635 5.029
H -0.134 2.448 4.068
C 0.565 -0.922 4.481
H 1.344 -1.035 3.718
H 0.035 -1.874 4.581
H 1.086 -0.745 5.426
H -1.948 2.356 -0.683
H -1.139 2.249 -0.879
N 1.432 -2.975 1.392
C 1.939 -4.209 1.350
C 2.268 -4.446 0.027
C 1.912 -3.266 -0.643
N 1.437 -2.350 0.189
H 1.095 -2.522 2.261
H 2.050 -4.841 2.215
H 2.660 -5.336 -0.385
H 1.950 -3.083 -1.710
*
```

Max |F|, eV/Å: 6.7
HOMO energy (spin up / spin down), Eh: -0.739 / -0.739
Relative energy (zero: lowest compared OMol25 entry of this formula, charge and spin), kcal per mole: 3.6
Orbital gap (spin up / spin down), eV: 3.7 / 3.7

***

# C6H9N

One molecule with the formula C6H9N at a distorted geometry (ωB97M-V with the def2-TZVPD basis set, the Open Molecules 2025 dataset).

```
! RIJCOSX wB97M-V def2-TZVPD def2/J DEFGRID3
* xyz 0 1
C 0.800 -0.312 0.189
C -0.613 0.109 -0.591
C -1.781 1.873 0.464
C 1.011 -1.209 -0.935
C -0.210 -0.781 -1.720
C 1.037 -0.095 1.627
N -1.663 0.798 -0.140
H -0.991 2.483 0.778
H -2.760 2.169 0.784
H 1.856 -1.097 -1.495
H 0.826 -2.285 -0.619
H -0.943 -1.627 -2.003
H -0.091 -0.147 -2.591
H 2.006 -0.440 2.116
H 0.331 -0.434 2.416
H 1.185 0.995 1.720
*
```

SMILES: C=NC1=C(C)CC1
Max |F|, eV/Å: 8.3
HOMO energy (spin up / spin down), Eh: -0.264 / -0.266
Relative energy (zero: lowest compared OMol25 entry of this formula, charge and spin), kcal per mole: 113.1
Orbital gap (spin up / spin down), eV: 7.6 / 7.6

***

# C3H12NOS

A 2-piece molecular cluster, C3H12NOS overall at a distorted geometry (ωB97M-V with the def2-TZVPD basis set, the Open Molecules 2025 dataset).

```
! RIJCOSX wB97M-V def2-TZVPD def2/J DEFGRID3
* xyz 0 2
C -0.847 -0.242 1.614
C -0.114 -0.883 0.459
C 0.512 0.070 -0.537
S 0.843 -0.664 -2.158
N 0.922 -1.855 0.955
H -0.243 0.040 2.482
H -1.726 -0.781 1.969
H -1.225 0.763 1.358
H -0.828 -1.476 -0.055
H -0.162 0.912 -0.698
H 1.448 0.499 -0.168
H 0.066 0.157 -2.875
H 1.828 -1.355 1.112
H 0.646 -2.403 1.806
H 1.122 -2.599 0.239
H -1.505 3.217 -1.995
H -0.160 3.671 -1.527
O -0.575 2.928 -1.981
*
```

Max |F|, eV/Å: 1.9
HOMO energy (spin up / spin down), Eh: -0.128 / -0.340
Relative energy (zero: lowest compared OMol25 entry of this formula, charge and spin), kcal per mole: 8.1
Orbital gap (spin up / spin down), eV: 3.8 / 9.5

***

# C7H13NO

C7H13NO as an isolated structure at a distorted geometry (ωB97M-V with the def2-TZVPD basis set, the Open Molecules 2025 dataset).

```
! RIJCOSX wB97M-V def2-TZVPD def2/J DEFGRID3
* xyz 0 1
C 0.206 1.991 0.149
C 1.920 -0.163 -1.304
C -0.628 0.783 -0.192
C 0.423 -0.251 -1.335
C -0.316 -0.790 -2.296
O -1.812 0.777 -0.463
H 1.163 1.718 0.584
H 0.360 2.574 -0.759
H -0.355 2.591 0.865
H 2.309 -0.448 -0.324
H 2.361 -0.815 -2.062
H 2.255 0.858 -1.498
H 0.127 -1.284 -3.155
H -1.397 -0.727 -2.250
C -1.628 -1.139 1.777
C -0.341 -0.463 1.434
N 0.678 -0.237 2.138
H 0.578 -0.568 3.105
H -0.014 -0.478 0.039
H -1.804 -1.983 1.105
H -2.462 -0.450 1.634
H -1.623 -1.495 2.809
*
```

Max |F|, eV/Å: 2.4
HOMO energy, Eh: -0.302
Relative energy (zero: lowest compared OMol25 entry of this formula, charge and spin), kcal per mole: 114.0
Orbital gap, eV: 9.0